1.
16
Properties=species:S:1:pos:R:3:forces:R:3 method="wB97M-V/def2-TZVPD" homo_ev=-8.94 de_lowest_kcal_mol=52.30 total_energy_ha=-363.0022 charge=0 largest_force_ev_per_a=0.49 smiles="[H]/N=C/O.C/C=C/O" homo_lumo_gap_ev=9.8354 lumo_ev=0.89
C 1.125 -0.540 0.872 0.2 0.1 -0.4
O -1.309 0.875 1.410 0.0 0.0 -0.1
N -1.687 0.351 -0.779 -0.3 0.0 0.4
H 1.616 1.384 -0.983 0.0 -0.2 0.0
H 2.366 0.058 -1.888 -0.1 0.1 -0.1
C 1.431 0.405 -1.439 0.1 0.0 0.0
H -2.374 -0.099 -1.375 -0.1 0.1 0.0
H 0.070 -1.097 2.383 0.2 -0.1 -0.1
H 1.737 0.244 1.331 -0.1 -0.1 0.0
H -3.053 0.072 0.805 0.1 0.0 0.0
H 0.324 -1.416 -0.816 0.1 0.0 0.1
H -0.411 0.918 1.028 -0.1 0.2 0.0
C 0.925 -0.592 -0.441 0.1 -0.1 0.2
O 0.626 -1.514 1.710 0.0 0.0 0.2
C -2.084 0.398 0.421 -0.1 -0.1 -0.3
H 0.697 0.553 -2.239 0.1 -0.1 0.2



2.
16
Properties=species:S:1:pos:R:3:forces:R:3 method="wB97M-V/def2-TZVPD" homo_ev=-9.88 de_lowest_kcal_mol=20.08 total_energy_ha=-363.0535 charge=0 largest_force_ev_per_a=0.53 smiles="C[C@@H](O)CNC=O" homo_lumo_gap_ev=10.7052 lumo_ev=0.83
N 1.589 0.036 0.212 0.2 0.2 -0.1
O 3.387 1.426 0.162 -0.5 0.0 0.1
O -0.783 0.869 -1.186 0.4 0.1 -0.3
H 2.175 -0.666 -0.215 0.1 0.1 0.0
H 0.100 1.055 -1.537 -0.2 0.1 0.1
H -0.139 0.335 1.352 0.2 -0.1 -0.2
H 1.598 1.967 0.995 0.1 -0.2 -0.2
C 0.252 -0.372 0.606 0.0 0.1 0.1
H 0.329 -1.364 1.074 -0.2 0.2 -0.1
H -2.423 0.125 0.571 -0.1 -0.2 0.0
C -0.727 -0.407 -0.579 0.0 -0.2 0.2
C 2.230 1.219 0.468 0.0 -0.3 0.1
H -2.848 -0.718 -0.932 0.2 0.1 0.0
H -0.374 -1.163 -1.307 -0.2 0.2 0.2
C -2.139 -0.693 -0.101 0.0 -0.1 0.0
H -2.226 -1.651 0.418 0.1 0.1 0.1



3.
16
Properties=species:S:1:pos:R:3:forces:R:3 method="wB97M-V/def2-TZVPD" homo_ev=-9.40 de_lowest_kcal_mol=13.13 total_energy_ha=-363.0646 charge=0 largest_force_ev_per_a=0.37 smiles="NC(=O)CCCO" homo_lumo_gap_ev=9.9742 lumo_ev=0.57
C 0.349 -1.146 -0.205 -0.2 -0.1 0.3
H -1.040 0.595 -1.976 0.0 0.0 0.1
H -2.265 1.141 -0.818 0.2 -0.1 0.0
H -1.796 -1.216 -0.522 0.1 0.1 0.1
H 0.957 1.154 0.751 0.1 -0.2 0.2
O 1.810 -1.776 1.608 -0.2 0.3 -0.2
H 0.860 -0.803 -1.104 0.1 0.0 -0.2
O -0.340 1.798 -0.437 -0.1 -0.1 0.2
H -1.342 -0.325 0.916 0.1 0.0 -0.1
H 0.015 2.284 -1.178 0.0 0.2 -0.2
N 1.481 0.442 1.250 0.0 -0.1 0.1
C -1.059 -0.504 -0.128 0.1 -0.2 0.2
C -1.232 0.782 -0.912 -0.1 0.0 -0.3
H 0.273 -2.234 -0.269 0.0 0.2 0.0
C 1.275 -0.873 0.984 0.1 0.0 -0.1
H 2.055 0.681 2.043 -0.1 0.0 -0.1



4.
16
Properties=species:S:1:pos:R:3:forces:R:3 method="wB97M-V/def2-TZVPD" homo_ev="-7.14 / -7.14" de_lowest_kcal_mol=95.42 total_energy_ha=-362.9335 charge=0 largest_force_ev_per_a=0.40 homo_lumo_gap_ev="6.9820 / 6.9800" lumo_ev="-0.16 / -0.16"
H -0.590 -1.022 1.238 0.1 0.2 0.0
O -0.736 1.799 -0.600 0.1 -0.3 0.1
N 2.490 0.034 0.816 0.0 -0.1 0.0
H -0.059 0.514 -1.941 0.0 0.0 0.1
H -2.419 -0.214 -0.055 0.1 0.0 -0.1
H 0.313 0.213 2.232 0.0 -0.1 -0.1
C -0.693 0.583 -1.066 -0.3 0.1 -0.3
H -1.424 -1.394 -0.969 -0.1 0.1 0.0
H 2.698 -0.014 1.802 -0.1 0.0 -0.1
O 1.164 -0.834 -0.792 0.0 0.1 0.1
C -1.819 -0.378 -0.950 0.1 0.0 0.1
H -1.099 1.742 0.308 0.0 0.0 -0.1
C 1.246 -0.393 0.391 -0.1 0.1 0.1
C 0.121 -0.199 1.240 0.1 -0.2 0.1
H -2.441 -0.229 -1.847 0.1 0.0 0.1
H 3.247 -0.208 0.193 -0.1 0.1 0.1



5.
16
Properties=species:S:1:pos:R:3:forces:R:3 method="wB97M-V/def2-TZVPD" homo_ev=-8.79 de_lowest_kcal_mol=24.37 total_energy_ha=-363.0467 charge=0 largest_force_ev_per_a=0.98 smiles="C=C(C)N.O=CO" homo_lumo_gap_ev=9.6284 lumo_ev=0.84
H -2.125 -1.213 -0.997 0.1 0.0 0.0
O 0.586 2.236 -0.347 -0.5 0.1 0.7
H 1.259 0.181 -1.236 0.2 0.1 -0.1
H 0.669 0.405 1.598 -0.1 0.1 0.2
H -0.991 0.482 2.166 -0.1 -0.1 0.1
C -1.860 -0.791 -0.036 0.2 0.2 0.2
C 1.123 2.058 -1.396 0.6 0.0 -0.4
H -2.655 -0.372 0.559 -0.1 0.1 0.0
C -0.236 -0.187 1.770 0.7 0.2 -0.7
H 1.195 -1.636 0.291 0.1 -0.1 -0.1
H 0.218 -1.929 -1.019 -0.1 -0.2 -0.1
C -0.613 -0.750 0.430 -0.7 -0.4 0.0
O 1.613 0.903 -1.831 -0.4 -0.4 0.1
N 0.477 -1.261 -0.313 0.3 0.4 0.2
H 0.019 -0.973 2.481 -0.1 -0.1 0.1
H 1.320 2.848 -2.120 0.0 0.2 -0.2



6.
16
Properties=species:S:1:pos:R:3:forces:R:3 method="wB97M-V/def2-TZVPD" homo_ev=-9.40 de_lowest_kcal_mol=104.91 total_energy_ha=-362.9184 charge=0 largest_force_ev_per_a=0.35 homo_lumo_gap_ev=10.1999 lumo_ev=0.80
H -1.176 1.910 0.521 0.1 -0.1 0.0
N 0.137 -0.517 1.648 -0.2 0.0 0.2
H -1.135 -0.181 -0.869 0.1 0.1 0.0
H -0.974 -0.772 3.419 0.0 0.0 -0.1
C 0.999 -0.892 -2.137 0.1 -0.2 -0.3
H 0.570 1.651 0.909 -0.1 -0.1 0.0
O -1.444 0.838 2.258 0.1 -0.2 0.0
H 0.929 -0.196 -2.988 0.0 -0.1 0.1
C -0.260 0.478 -0.752 -0.2 0.1 0.1
H 1.962 -1.406 -2.179 -0.1 0.1 0.0
O 0.938 -0.219 -0.906 0.0 0.0 0.1
H 0.191 -1.633 -2.232 0.1 0.1 0.0
H -0.345 1.262 -1.533 0.0 -0.1 0.1
H 0.729 -1.329 1.784 0.0 0.1 0.0
C -0.351 1.205 0.552 0.1 0.2 -0.3
C -0.769 -0.199 2.506 0.0 0.0 -0.1



7.
16
Properties=species:S:1:pos:R:3:forces:R:3 method="wB97M-V/def2-TZVPD" homo_ev=-9.89 de_lowest_kcal_mol=104.02 total_energy_ha=-362.9198 charge=0 largest_force_ev_per_a=0.35 homo_lumo_gap_ev=9.7726 lumo_ev=-0.12
H 0.920 0.217 -1.406 -0.1 -0.2 0.0
C 0.536 -1.785 -0.551 0.0 -0.2 -0.2
H -0.354 -2.322 -0.197 0.1 0.2 0.0
C -0.761 1.546 0.389 0.0 0.1 0.0
H -0.542 -0.882 1.388 0.2 0.0 -0.1
C 0.516 0.795 0.682 0.0 -0.1 0.0
H 1.276 -0.917 1.688 -0.1 0.0 -0.1
H 1.378 1.417 0.910 -0.2 -0.1 0.0
H -1.280 0.141 -1.017 0.0 0.1 0.1
N -1.642 0.854 -0.393 0.0 0.1 0.0
O -0.978 2.640 0.873 0.1 -0.3 -0.1
O 0.457 -1.147 -1.640 0.1 -0.1 0.2
H -2.460 1.362 -0.700 0.1 -0.1 0.1
H 1.499 -2.238 -0.272 -0.1 0.1 0.0
C 0.443 -0.522 1.110 0.0 0.3 0.2
H 0.993 0.841 -0.865 0.1 0.1 0.0



8.
16
Properties=species:S:1:pos:R:3:forces:R:3 method="wB97M-V/def2-TZVPD" homo_ev=-9.69 de_lowest_kcal_mol=38.49 total_energy_ha=-363.0242 charge=0 largest_force_ev_per_a=3.66 smiles="CNC(=O)CCO" homo_lumo_gap_ev=10.4290 lumo_ev=0.74
H 2.542 0.346 -2.159 -0.7 -0.2 0.2
H -1.851 -2.406 1.361 0.1 1.1 -0.4
C -1.745 -0.374 0.851 -1.9 -2.4 -0.1
O -1.738 -1.812 0.589 -0.7 -0.6 -0.4
N 0.741 -0.117 -1.025 0.1 1.5 0.1
H -2.481 -0.171 1.634 0.5 0.1 0.5
H -0.328 0.736 2.023 -0.1 -0.6 -1.1
C 0.604 0.549 0.163 1.4 -0.3 0.3
H 0.109 -0.936 1.775 -0.5 1.1 -1.4
O 1.345 1.492 0.431 -0.9 -0.5 0.0
H 1.485 1.724 -1.977 -0.6 -0.8 0.0
H -0.058 -0.688 -1.256 0.2 -0.1 -0.4
C 1.467 0.621 -2.107 0.1 -0.9 0.1
H 0.975 0.250 -3.012 0.3 0.6 -0.2
C -0.349 -0.049 1.199 1.6 1.9 2.7
H -2.300 0.038 -0.014 1.2 0.2 -0.1



9.
16
Properties=species:S:1:pos:R:3:forces:R:3 method="wB97M-V/def2-TZVPD" homo_ev=-9.55 de_lowest_kcal_mol=33.62 total_energy_ha=-363.0320 charge=0 largest_force_ev_per_a=1.34 smiles="O=CNCCCO" homo_lumo_gap_ev=10.2618 lumo_ev=0.72
H -1.271 -1.884 -1.746 -0.6 -0.1 0.3
C 0.360 -0.203 0.850 0.2 0.3 -1.0
N 0.927 1.075 0.407 0.3 0.0 0.2
C -1.339 -1.162 -0.922 0.9 0.9 0.3
H -2.017 -1.413 -0.101 -0.1 -0.5 -0.3
C 0.093 -1.113 -0.356 -0.7 0.2 -0.5
H -2.043 0.031 -2.311 0.0 0.1 0.1
H 1.328 1.191 -0.513 -0.4 -0.2 -0.1
O -1.749 0.128 -1.400 0.2 -0.3 -0.2
H 0.745 -0.818 -1.183 0.1 0.0 0.1
H 1.130 1.804 2.342 -0.2 -0.1 -0.2
H -0.550 0.060 1.391 0.0 -0.5 0.2
H 0.323 -2.154 -0.141 0.2 -0.1 0.3
H 1.079 -0.737 1.456 0.0 0.0 0.6
C 1.271 2.057 1.271 -0.1 0.0 0.5
O 1.712 3.137 0.957 0.3 0.2 -0.2



10.
16
Properties=species:S:1:pos:R:3:forces:R:3 method="wB97M-V/def2-TZVPD" homo_ev=-10.24 de_lowest_kcal_mol=30.17 total_energy_ha=-363.0375 charge=0 largest_force_ev_per_a=1.08 smiles="[H]/N=C(/O)CCCO" homo_lumo_gap_ev=11.0827 lumo_ev=0.84
H -1.294 -0.217 -1.570 0.2 0.0 0.0
H -0.271 0.807 -2.583 0.0 -0.1 0.1
C -0.481 0.657 0.901 -0.1 -0.1 0.1
H -0.384 1.436 1.666 0.1 -0.2 -0.1
C 0.379 -0.529 1.263 -0.3 -0.5 -0.1
H -0.799 2.113 -0.652 0.1 -0.2 0.1
O 0.736 -0.691 -1.706 0.0 -0.2 0.1
C -0.301 0.263 -1.634 -0.2 0.3 -0.1
H 1.868 -1.225 1.789 0.8 0.6 0.2
H 0.651 -1.300 -0.959 0.1 0.0 -0.2
H -0.789 -2.088 0.982 -0.3 0.3 -0.2
H 0.891 1.628 -0.483 -0.1 -0.1 0.0
H -1.525 0.321 0.901 0.2 0.1 0.0
O 1.628 -0.275 1.677 0.0 -0.1 -0.1
C -0.138 1.252 -0.479 0.1 0.0 0.0
N 0.148 -1.785 1.193 -0.4 0.1 0.0



11.
16
Properties=species:S:1:pos:R:3:forces:R:3 method="wB97M-V/def2-TZVPD" homo_ev=-6.84 de_lowest_kcal_mol=88.97 total_energy_ha=-362.9437 charge=0 largest_force_ev_per_a=3.00 homo_lumo_gap_ev=7.5053 lumo_ev=0.67
C -0.236 1.596 0.798 2.1 -1.2 -0.8
C 2.462 -1.454 -1.339 -0.1 0.1 -0.7
H -1.019 1.296 1.513 -0.1 0.7 0.4
C 0.105 -0.784 0.670 -1.5 1.9 0.5
H 0.770 1.701 1.250 -0.7 -0.2 0.5
H -1.915 0.887 -1.324 0.2 0.6 -2.0
H -0.316 2.522 0.295 -1.0 1.2 -0.3
C -0.090 0.445 -0.196 -0.3 1.1 0.7
H -0.483 -0.775 1.634 0.4 0.2 -0.3
H -0.314 -1.577 0.144 0.0 -2.3 -0.9
N -1.527 0.234 -0.702 0.2 -0.6 2.9
H -1.344 -0.740 -0.984 -1.6 0.7 -0.5
H 1.134 -0.838 0.828 1.4 -0.7 0.7
H -2.209 0.407 0.125 0.7 -1.3 -0.7
O 1.953 -1.651 -2.348 -0.7 -0.3 -1.1
O 3.028 -1.270 -0.363 0.9 0.2 1.6



12.
16
Properties=species:S:1:pos:R:3:forces:R:3 method="wB97M-V/def2-TZVPD" homo_ev=-8.91 de_lowest_kcal_mol=100.25 total_energy_ha=-362.9258 charge=0 largest_force_ev_per_a=3.16 homo_lumo_gap_ev=9.5624 lumo_ev=0.65
C -1.138 -0.814 -0.061 0.2 0.0 0.1
C 1.180 0.085 -0.420 1.9 -1.3 -1.7
H 0.869 1.567 0.757 0.0 -0.1 -0.2
H 0.399 -0.552 1.465 0.0 0.0 0.0
N -2.356 1.178 -0.660 -0.1 0.0 -0.1
C 0.333 -0.838 0.406 0.3 0.1 -0.2
O 1.097 1.395 -0.173 0.4 -0.1 0.1
H -1.819 0.769 1.311 0.0 0.1 -0.1
H -1.206 -1.004 -1.133 0.0 0.0 0.0
H -1.668 -1.615 0.463 0.0 0.0 0.0
H -2.798 2.025 -0.303 0.1 -0.1 0.1
H 0.739 -1.843 0.309 0.0 0.0 0.0
H 3.486 0.108 -0.524 -0.1 0.1 0.1
H 1.834 -0.326 -1.322 -2.9 1.3 0.1
C -1.821 0.483 0.248 0.0 0.0 0.0
O 2.869 -0.618 -0.362 0.2 0.1 1.6



13.
16
Properties=species:S:1:pos:R:3:forces:R:3 method="wB97M-V/def2-TZVPD" homo_ev=-10.06 de_lowest_kcal_mol=17.85 total_energy_ha=-363.0571 charge=0 largest_force_ev_per_a=0.50 smiles="CCCOC(N)=O" homo_lumo_gap_ev=10.9783 lumo_ev=0.92
H 1.987 0.696 2.252 0.1 -0.1 -0.1
O -1.116 -0.393 -0.085 -0.1 0.0 -0.1
O -1.568 1.135 -1.675 -0.1 -0.5 0.1
H -2.584 -0.993 -2.611 0.0 0.0 0.1
H 0.165 1.220 -0.288 0.0 -0.1 0.1
C 2.305 0.304 1.279 0.0 0.0 0.0
H -3.641 -0.522 -1.494 0.1 -0.1 0.1
H 1.486 -0.869 -0.354 0.0 0.1 0.1
N -2.710 -0.923 -1.603 0.0 0.3 -0.1
H 0.889 -1.341 1.230 0.0 0.1 0.0
H 3.185 -0.326 1.439 -0.1 0.1 0.0
H -0.368 0.855 1.367 0.0 -0.1 -0.1
C 1.172 -0.476 0.620 0.0 0.0 0.0
H 2.605 1.158 0.659 0.0 -0.1 0.1
C -1.768 0.062 -1.155 0.1 0.3 -0.2
C -0.040 0.413 0.419 0.2 0.1 0.1



14.
16
Properties=species:S:1:pos:R:3:forces:R:3 method="wB97M-V/def2-TZVPD" homo_ev=-10.04 de_lowest_kcal_mol=40.11 total_energy_ha=-363.0216 charge=0 largest_force_ev_per_a=0.53 homo_lumo_gap_ev=11.0819 lumo_ev=1.04
H 2.008 0.684 -0.380 0.1 -0.1 0.0
H 0.244 -2.322 -1.211 0.1 0.0 0.1
O 1.768 -1.066 -1.442 -0.1 -0.1 0.0
N -0.719 0.684 -0.597 -0.3 0.0 0.3
C 0.953 -1.722 -0.624 0.0 -0.1 0.3
H -3.359 0.295 1.192 0.1 0.1 0.0
C -1.358 0.285 0.426 0.1 0.0 -0.1
C 2.622 -0.119 -0.798 0.2 0.2 0.1
C -2.496 0.967 1.126 0.0 0.1 0.0
H 3.282 0.263 -1.576 -0.1 0.0 0.1
H -1.028 -0.663 0.861 -0.1 0.1 0.0
H -1.092 1.579 -0.930 0.0 -0.1 0.0
H 3.196 -0.597 -0.001 -0.1 0.1 -0.1
H -2.199 1.207 2.153 -0.1 0.0 -0.1
H -2.798 1.888 0.617 0.1 -0.1 0.1
O 0.989 -1.694 0.583 0.0 0.0 -0.5



15.
16
Properties=species:S:1:pos:R:3:forces:R:3 method="wB97M-V/def2-TZVPD" homo_ev=-9.07 de_lowest_kcal_mol=51.82 total_energy_ha=-363.0030 charge=0 largest_force_ev_per_a=3.11 smiles="C[C@H](O)[C@@H](N)C=O" homo_lumo_gap_ev=9.8573 lumo_ev=0.79
H 0.963 1.352 0.467 0.1 -0.3 0.8
H -1.429 -2.144 0.378 -0.2 0.1 -0.6
H -1.511 1.062 1.878 0.6 0.5 0.4
H -1.008 1.201 -1.523 0.0 0.0 0.8
H 0.879 -1.467 -1.546 -0.2 -0.2 0.1
O -0.126 1.177 -1.129 0.7 0.1 -0.4
N -1.338 -1.173 0.126 0.7 0.7 1.3
H -2.068 1.288 0.388 -0.1 1.0 -0.5
C -0.008 0.894 0.326 -1.7 1.0 -2.4
C 1.112 -1.120 -0.525 0.0 1.2 0.8
H -1.716 -0.838 -0.727 -0.4 -0.5 -0.8
C -0.028 -0.610 0.405 0.6 -1.5 0.1
H 0.299 -0.953 1.395 -0.2 0.2 0.0
H -0.978 2.644 1.149 -0.5 0.2 -0.2
O 2.242 -1.003 -0.132 0.2 -0.4 -0.3
C -1.202 1.603 0.972 0.4 -2.1 0.8



16.
16
Properties=species:S:1:pos:R:3:forces:R:3 method="wB97M-V/def2-TZVPD" homo_ev=-9.64 de_lowest_kcal_mol=26.67 total_energy_ha=-363.0430 charge=0 largest_force_ev_per_a=2.09 smiles="CCC(=O)NCO" homo_lumo_gap_ev=10.3836 lumo_ev=0.74
O -1.974 0.299 0.854 0.2 -0.9 0.3
H -0.503 -1.457 -2.718 -0.4 0.1 -0.1
H 1.073 -0.322 0.779 0.3 0.1 0.3
N -0.989 -0.941 -0.765 0.5 -0.3 0.5
H 0.006 0.193 -2.212 -0.1 0.0 -0.2
H 1.421 1.537 2.285 -0.1 0.1 0.3
C -0.102 -0.848 -1.913 0.1 -0.6 0.7
H -0.019 2.344 1.656 0.0 0.1 0.5
O 1.233 -1.240 -1.691 0.8 0.7 0.0
C 0.386 0.521 0.741 0.0 -1.3 -0.1
H -0.242 1.056 2.829 0.1 -0.3 -0.1
H 1.397 -2.084 -1.272 -0.7 -0.4 0.1
H 0.736 1.103 -0.113 0.1 0.1 -0.1
C -0.941 -0.090 0.335 -0.8 1.9 -0.4
H -1.859 -1.456 -0.797 0.1 0.2 -0.5
C 0.379 1.386 2.003 -0.1 0.5 -1.2